No. 1
Below is 7 unconnected molecules or ions with the total composition C25H58N7O6S in a non-equilibrium geometry, with properties calculated with wB97M-V/def2-TZVPD.

Each line ends with the Löwdin charge.
Positions of all 97 atoms, in Å:
H: 6.452 3.159 3.664  0.092
O: -0.203 -1.123 -4.009  -0.014
H: 5.276 -0.191 1.721  0.096
S: -2.053 -1.083 2.760  0.645
H: 2.382 -1.254 1.645  0.146
C: 1.278 -2.836 -10.402  -0.338
C: -2.190 -0.726 -7.691  -0.329
N: 3.218 -3.219 4.490  0.042
H: -2.586 4.036 5.908  0.093
H: 0.899 -0.555 -6.981  0.095
H: 0.394 1.014 -8.927  0.090
H: -2.452 -0.794 -0.960  0.081
H: -1.046 -2.798 -12.563  0.090
H: -3.797 4.847 4.873  0.096
N: -1.870 -1.940 -2.627  -0.203
O: 2.390 -2.420 -10.102  -0.004
H: 4.233 -3.057 4.691  0.187
N: 5.593 1.315 3.121  -0.200
N: -4.054 7.436 7.705  -0.206
C: -2.920 8.013 8.397  -0.051
H: -4.888 1.598 3.421  0.128
H: 0.353 -3.079 3.271  0.103
H: -0.432 -4.477 -12.513  0.088
H: -4.329 3.907 6.286  0.080
O: -3.725 5.336 8.619  -0.001
C: -4.842 8.280 6.831  -0.063
H: -5.229 5.768 7.325  0.129
H: 0.530 -3.086 -9.633  0.127
C: 4.308 1.764 3.335  -0.298
H: -0.438 -0.611 -5.803  0.036
C: 1.702 -2.752 -12.800  -0.051
H: -2.520 -2.355 3.202  -0.094
H: -2.327 -2.873 -4.429  0.089
C: 3.472 -5.454 3.516  -0.129
H: -0.603 -0.170 -9.822  0.082
C: 5.795 -0.048 2.673  -0.051
H: -1.337 1.340 -9.232  0.092
C: -2.690 -1.741 -1.450  -0.067
H: -2.269 1.540 5.493  0.092
C: 0.627 -1.944 3.078  -0.260
C: -2.559 1.912 4.506  -0.091
H: -2.826 -3.779 -2.970  0.091
H: -3.067 7.902 9.475  0.094
H: -3.742 -1.737 -1.749  0.096
H: 3.424 -4.949 5.822  0.144
C: -0.928 -1.018 -3.028  -0.298
H: -1.734 2.485 4.072  0.090
H: -1.101 -3.695 -3.436  0.094
C: 2.848 -4.674 4.840  -0.115
H: -0.630 -2.251 1.082  0.075
H: 4.643 -5.315 3.644  0.135
H: 1.682 -4.813 5.056  0.163
H: 1.991 -1.698 -12.761  0.093
H: -0.875 -0.138 -2.365  0.134
H: 0.354 -1.299 4.025  0.102
O: -3.023 -0.781 -8.587  -0.004
H: 3.076 -4.677 1.259  0.145
H: -5.255 9.107 7.416  0.090
H: -2.014 7.471 8.108  0.091
C: -4.348 6.103 7.898  -0.345
H: 1.589 -4.786 2.577  0.122
C: 2.718 -4.503 2.366  -0.111
H: -2.368 -1.196 -6.710  0.121
O: 3.289 1.104 3.179  -0.021
H: 2.608 -0.892 3.492  0.098
H: -4.196 8.674 6.042  0.089
H: 2.602 -3.368 -12.711  0.093
H: 1.205 -2.963 -13.750  0.088
H: 5.369 -0.732 3.413  0.069
O: -5.916 3.210 4.106  0.009
N: 0.822 -3.041 -11.687  -0.210
H: 0.161 0.962 -6.388  0.093
C: -0.598 0.564 -9.010  -0.049
H: 4.268 2.813 3.673  0.139
H: -5.663 7.718 6.376  0.088
C: -0.393 -1.419 1.874  -0.495
C: 2.220 -1.724 2.729  -0.151
H: 4.174 -2.842 2.465  0.160
C: -0.034 -0.077 -6.667  -0.065
C: 6.749 2.161 3.328  -0.053
H: 3.110 -6.539 3.272  0.135
N: -0.966 -0.097 -7.775  -0.202
H: -1.064 -3.711 -11.032  0.085
H: -2.812 9.071 8.147  0.088
H: -2.510 -2.563 -0.751  0.079
N: -3.708 2.781 4.652  -0.204
H: 7.297 2.248 2.386  0.096
C: -3.590 3.962 5.482  -0.054
C: 3.149 -3.049 2.989  -0.280
H: 6.860 -0.259 2.547  0.096
C: -4.908 2.520 4.026  -0.324
H: 7.391 1.704 4.087  0.093
C: -0.511 -3.537 -11.959  -0.065
H: -2.787 1.063 3.855  -0.021
H: -0.059 -0.407 1.386  0.101
C: -2.048 -3.148 -3.407  -0.041
H: 2.531 -2.625 5.009  0.181

Output
E_LUMO in eV: -3.19
Highest occupied orbital energy in eV: -9.900
M in g mol⁻¹: 584.85
Charge: +1

***

No. 2
Below is a molecular structure, C25H59AlBN8O8 in a non-equilibrium geometry, with properties calculated with wB97M-V/def2-TZVPD.

Each line ends with the Löwdin charge.
Positions of all 102 atoms, in Å:
N: -2.983 -2.709 -4.544  0.004
N: 0.299 -3.110 5.036  0.017
H: 2.333 1.673 -2.527  0.132
B: -0.071 -2.498 -0.062  -0.613
C: -6.189 1.161 1.366  -0.559
C: 1.647 3.495 -1.690  -0.076
H: 2.785 -4.452 1.019  0.021
H: 5.140 -1.892 5.398  0.086
C: 3.440 -4.298 0.161  -0.172
H: 2.069 0.094 1.189  0.030
H: 5.324 1.485 3.563  0.081
H: -4.317 -1.101 -4.449  0.079
C: 2.628 -0.728 0.726  -0.154
H: 0.874 3.053 -1.054  0.060
H: 0.415 0.569 -6.536  0.137
H: -6.205 0.579 3.442  0.082
O: -1.361 -2.163 -0.528  -0.016
C: -3.120 3.309 -0.582  -0.085
H: 5.588 3.499 -0.832  0.077
H: 0.993 -1.305 5.848  0.078
C: 0.332 -2.135 6.105  -0.076
C: 0.648 -4.422 5.084  -0.555
H: 3.353 -0.226 -1.246  -0.004
H: 0.295 -2.135 -4.804  0.039
H: -2.938 2.867 -7.093  0.080
H: 0.379 -4.854 7.185  0.077
H: 4.042 3.749 -0.005  0.081
C: 1.144 -4.957 6.414  -0.018
O: 4.656 1.556 -2.109  0.027
N: 2.636 2.501 -2.035  0.021
H: 2.042 -4.429 6.736  0.078
H: -3.532 -3.446 -4.132  0.132
N: 0.064 1.516 -6.545  0.020
N: -6.619 2.455 1.440  0.001
H: -5.244 -0.449 2.366  0.086
H: -7.514 3.696 2.873  0.080
H: 1.379 -6.009 6.286  0.077
H: -0.667 -1.730 6.284  0.078
C: -1.260 1.600 -6.829  -0.542
H: -2.061 0.615 -1.086  0.095
H: 1.425 2.458 -5.261  0.077
O: 3.560 0.120 7.155  0.005
H: 0.491 3.549 -6.293  0.069
C: 4.261 -0.082 6.173  -0.564
C: -1.636 -2.896 -4.417  -0.554
C: 3.967 2.494 -1.756  -0.557
O: -1.181 -3.870 -3.847  0.030
H: 1.808 2.593 -6.981  0.084
N: 0.034 -2.812 1.382  0.089
C: 2.757 -0.892 -0.619  -0.232
H: 3.018 -1.520 1.372  0.030
H: -4.297 -1.969 -5.998  0.079
H: -5.940 4.249 2.290  0.077
H: 1.169 3.894 -2.589  0.071
N: 4.103 0.640 5.039  0.014
H: 1.327 -2.205 -2.890  -0.062
O: -1.910 0.590 -7.047  0.019
H: -1.414 3.604 -7.614  0.081
H: 2.105 4.318 -1.151  0.071
H: -4.626 1.137 2.852  0.083
H: -2.975 3.901 -1.489  0.076
Al: 1.689 -2.468 -1.321  0.338
H: -0.014 -2.810 4.124  0.117
H: 3.369 1.328 5.098  0.138
H: -1.343 3.926 0.396  0.129
C: -3.676 -1.602 -5.178  -0.080
C: -0.731 -1.840 -5.002  -0.037
H: 4.507 -4.191 0.378  0.023
N: -1.855 3.113 0.094  -0.003
H: -1.339 -0.205 0.290  0.053
H: -0.917 -0.873 -4.530  0.082
C: 2.875 -4.123 -1.063  -0.251
H: 5.597 -0.238 3.845  0.073
O: 0.564 -5.134 4.100  0.035
H: 0.691 -2.585 7.025  0.068
C: -1.229 1.930 0.401  -0.540
C: -1.926 0.655 -0.005  0.013
H: -0.890 -1.744 -6.078  0.073
H: -0.114 -3.809 1.517  0.054
H: -3.574 2.361 -0.851  0.072
H: 4.386 4.601 -1.525  0.076
H: 4.162 0.293 2.968  0.067
H: -2.971 -0.879 -5.578  0.041
C: -5.524 0.576 2.590  -0.012
H: -6.039 2.881 3.403  0.071
H: -1.789 3.466 -5.886  0.081
O: -0.158 1.957 0.982  0.028
H: -3.800 3.847 0.085  0.069
C: 5.336 -1.147 6.169  -0.015
H: 5.336 -1.633 7.140  0.077
C: -1.885 2.977 -6.856  -0.011
O: -6.343 0.521 0.342  0.034
C: 0.994 2.587 -6.255  -0.069
C: -6.522 3.365 2.561  -0.086
H: -0.695 -2.288 1.870  0.038
C: 4.526 3.667 -0.979  -0.014
H: -2.902 0.591 0.483  0.082
H: -1.499 -2.627 -1.364  0.056
H: 3.123 -4.777 -1.907  0.002
H: -7.049 2.783 0.590  0.135
C: 4.838 0.534 3.791  -0.062
H: 6.318 -0.708 5.992  0.080

Output
E_LUMO in eV: 1.80
Highest occupied orbital energy in eV: -2.693
ΔE to the lowest compared entry with this formula, charge and spin in eV: 0.000
M in g mol⁻¹: 637.59
Charge: -1

***

What is the highest occupied orbital energy in the second record?
-2.693 eV